Record 1
Density functional theory data (ωB97M-V/def2-TZVPD) for 3 unconnected molecules or ions with the total composition C5H15N2.

Last column: Löwdin spin population.
Cartesian coordinates (Å):
N 1.4199 1.1683 -1.0565  0.00
C 3.4320 -1.5159 -3.1014  0.46
C 2.7049 -1.7159 -1.9094  0.47
N -0.8000 0.1260 0.5087  0.00
C -2.2941 1.6668 1.5488  0.00
C -1.9915 0.1396 1.1003  0.00
C -1.9216 -0.7247 2.4175  0.00
H 1.2659 1.0042 -0.0643  0.00
H 0.4872 1.1678 -1.4555  0.00
H 1.7872 2.1153 -1.0880  0.00
H 3.4548 -0.5472 -3.5871  0.02
H 4.0176 -2.3060 -3.5608  0.02
H 2.2160 -0.8748 -1.4083  0.02
H 2.7134 -2.6783 -1.4142  0.02
H -0.9507 -0.0626 -0.4972  0.00
H -3.1761 1.6958 2.1830  0.00
H -1.4320 2.0418 2.0924  0.00
H -2.4087 2.2654 0.6511  0.00
H -2.8280 -0.1825 0.4770  0.00
H -2.8323 -0.5935 2.9991  0.00
H -1.0681 -0.4219 3.0240  0.00
H -1.7956 -1.7676 2.1406  0.00

Computed properties:
spin multiplicity: 2
HOMO level (alpha / beta): -17.88 / -17.87 eV
M: 103.189 g mol⁻¹
charge: +2
orbital gap (alpha / beta): 6.4 / 5.9 eV
<S²>: 0.7517

=====

Record 2
Density functional theory data (ωB97M-V/def2-TZVPD) for 2 unconnected molecules or ions with the total composition C5H15N2.

Last column: Löwdin spin population.
Cartesian coordinates (Å):
N -3.6089 0.9370 -0.3560  0.91
C 0.6020 -0.7452 0.7373  0.00
C 1.7089 -1.0090 -0.1306  0.00
C 1.9614 0.2326 -1.0695  0.00
C 2.4897 1.3746 -0.1666  0.00
C -0.7475 -0.4693 0.2466  0.01
N -1.8697 -1.0467 1.0267  0.00
H -3.4333 0.0470 0.1878  0.03
H -3.7713 0.8758 -1.3771  0.03
H -4.3847 1.4919 0.0396  0.02
H 0.7389 -1.0647 1.7715  0.00
H 2.6414 -1.1281 0.4224  0.00
H 1.5752 -1.9586 -0.6785  0.00
H 2.6691 -0.0239 -1.8548  0.00
H 1.0107 0.4680 -1.5565  0.00
H 2.3273 2.3695 -0.5662  0.00
H 1.8527 1.3257 0.7353  0.00
H 3.5273 1.2186 0.1030  0.00
H -0.8518 -0.7776 -0.7900  0.00
H -0.9180 0.6183 0.2231  0.00
H -1.6436 -2.0342 1.0694  0.00
H -1.8760 -0.7018 1.9833  0.00

Computed properties:
spin multiplicity: 2
HOMO level (alpha / beta): -19.21 / -19.20 eV
M: 103.189 g mol⁻¹
charge: +2
orbital gap (alpha / beta): 8.8 / 6.1 eV
<S²>: 0.7534

=====

Ordered energy relative to the best compared isomer or geometry (same formula, charge and spin) results: 143.6; 90.7; unit kcal/mol.